(1)
{
  "formula": "C8H18N2",
  "method": "ωB97M-V/def2-TZVPD",
  "symbols": ["C", "C", "C", "C", "C", "C", "C", "N", "N", "C", "H", "H", "H", "H", "H", "H", "H", "H", "H", "H", "H", "H", "H", "H", "H", "H", "H", "H"],
  "coordinates": [[0.485, -0.557, 0.126], [-1.959, 0.358, 0.019], [-0.355, 0.660, -0.188], [0.478, -1.597, -0.988], [-2.698, 1.699, 0.037], [2.895, -0.434, 1.304], [2.028, 0.110, 0.210], [0.189, -1.189, 1.373], [-2.427, -0.544, -1.019], [2.516, 0.974, -0.669], [-2.135, -0.141, 0.978], [0.055, -0.530, 2.129], [-0.559, -1.865, 1.292], [-3.410, -0.768, -0.893], [-2.331, -0.105, -1.929], [-0.250, 0.951, -1.230], [-0.114, 1.491, 0.475], [0.966, -1.209, -1.879], [-0.543, -1.864, -1.247], [1.009, -2.493, -0.674], [-2.363, 2.316, 0.870], [-2.516, 2.245, -0.889], [-3.775, 1.550, 0.142], [2.824, -1.520, 1.342], [2.567, -0.052, 2.272], [3.941, -0.160, 1.164], [3.551, 1.286, -0.651], [1.929, 1.386, -1.476]],
  "atomic_forces_ev_per_a": [[3.0, 1.7, -0.5], [1.5, 1.0, -0.2], [-3.5, -0.9, 0.5], [0.0, 0.0, 0.0], [0.0, -0.2, 0.1], [0.0, -0.1, 0.0], [-1.1, -1.6, 0.1], [0.3, -0.3, 0.4], [-0.2, -0.2, -0.2], [-0.3, 0.0, -0.2], [0.3, 0.1, -0.1], [-0.3, -0.2, 0.0], [-0.1, 0.2, 0.2], [0.1, 0.1, 0.0], [-0.1, 0.0, 0.0], [0.1, 0.2, -0.1], [0.1, 0.0, -0.1], [0.0, 0.1, -0.1], [0.0, -0.1, 0.1], [0.1, 0.0, 0.1], [0.0, 0.1, 0.1], [0.0, 0.1, -0.1], [0.0, 0.0, 0.0], [0.0, 0.0, 0.1], [0.0, -0.1, 0.1], [0.0, 0.1, 0.0], [0.0, 0.0, 0.2], [-0.1, 0.0, -0.1]],
  "orbital_gap_ev": 9.696,
  "charge": 0,
  "e_tot_ha": -425.0924
}



(2)
{
  "formula": "C5H14NO2",
  "method": "ωB97M-V/def2-TZVPD",
  "symbols": ["C", "C", "N", "C", "C", "C", "O", "H", "H", "H", "H", "H", "H", "H", "H", "H", "H", "H", "H", "H", "H", "O"],
  "coordinates": [[-1.970, 1.174, -1.338], [-0.568, 1.723, -1.722], [0.449, 1.221, -0.808], [0.228, -1.326, -1.207], [0.466, -0.119, -0.251], [-0.491, -0.215, 1.191], [0.296, 0.041, 2.256], [-1.955, 0.136, -1.078], [-2.751, 1.350, -2.112], [-2.257, 1.759, -0.476], [-0.741, 2.852, -1.674], [-0.337, 1.599, -2.774], [0.444, 1.839, 0.008], [-0.509, -1.168, -2.010], [1.183, -1.515, -1.697], [-0.011, -2.202, -0.608], [1.401, -0.314, 0.297], [-1.263, 0.538, 1.076], [-0.879, -1.323, 1.230], [1.319, -2.925, 1.894], [1.264, -1.408, 2.325], [1.829, -2.109, 1.861]],
  "atomic_forces_ev_per_a": [[-0.2, 0.9, -1.1], [-1.9, 0.3, 0.3], [1.0, 1.3, 0.2], [0.5, 1.3, -0.1], [-2.1, -1.4, 1.9], [1.7, -1.3, -1.3], [0.3, -0.2, 0.7], [0.0, -0.6, 0.1], [0.4, 0.0, 0.2], [-0.4, 0.0, 0.5], [0.9, -1.1, 0.4], [0.3, -0.7, -0.2], [0.2, -0.3, -0.3], [0.1, 0.0, 0.4], [0.1, -0.3, -0.3], [-0.1, 0.0, 0.0], [0.0, 0.4, -0.7], [-0.8, -0.1, -0.1], [-0.2, 1.3, -0.4], [-0.1, 0.2, 0.0], [-0.2, 0.5, -0.8], [0.2, -0.5, 0.6]],
  "orbital_gap_ev": [2.170, 5.960],
  "spin_multiplicity": 2,
  "charge": -2,
  "e_tot_ha": -403.9492
}



(3)
{
  "formula": "C20H40FeN6OS",
  "method": "ωB97M-V/def2-TZVPD",
  "symbols": ["Fe", "C", "C", "N", "C", "C", "S", "C", "C", "N", "H", "H", "H", "H", "H", "H", "H", "H", "H", "H", "H", "H", "H", "H", "N", "C", "C", "C", "C", "N", "H", "H", "H", "H", "H", "H", "H", "H", "H", "H", "H", "H", "C", "C", "N", "C", "C", "C", "O", "C", "C", "C", "C", "N", "C", "H", "H", "H", "H", "H", "H", "H", "H", "H", "H", "H", "H", "H", "H"],
  "coordinates": [[1.180, -0.804, -0.705], [2.673, -2.950, -0.422], [2.726, -2.316, 0.975], [2.052, -0.989, 1.142], [1.157, -0.994, 2.324], [-0.076, -1.858, 2.103], [-0.788, -1.572, 0.453], [-0.950, -3.266, -0.148], [0.409, -3.894, -0.430], [1.344, -2.940, -1.068], [3.369, -2.488, -1.116], [3.058, -3.969, -0.273], [2.320, -3.030, 1.691], [3.791, -2.258, 1.218], [2.764, -0.284, 1.292], [1.702, -1.358, 3.198], [0.874, 0.038, 2.529], [0.164, -2.917, 2.183], [-0.832, -1.640, 2.855], [-1.509, -3.843, 0.588], [-1.573, -3.211, -1.042], [0.854, -4.258, 0.494], [0.278, -4.765, -1.073], [1.479, -3.170, -2.045], [-0.092, -0.643, -2.419], [0.241, -0.576, -3.875], [1.162, 0.588, -4.195], [2.661, 0.272, -4.132], [3.130, -0.672, -3.039], [2.909, -0.161, -1.648], [-0.757, -1.405, -2.318], [-0.620, 0.194, -2.183], [-0.686, -0.496, -4.444], [0.699, -1.526, -4.157], [0.907, 1.412, -3.529], [0.940, 0.955, -5.197], [3.228, 1.206, -4.074], [2.965, -0.193, -5.073], [4.191, -0.871, -3.192], [2.614, -1.630, -3.120], [3.017, 0.849, -1.662], [3.701, -0.471, -1.090], [-3.717, 0.209, 1.957], [-3.615, 1.572, 1.286], [-3.039, 2.586, 2.157], [-3.835, 3.016, 3.320], [-3.306, 2.478, 4.639], [-1.866, 3.213, 1.965], [-1.447, 4.106, 2.682], [-0.966, 2.848, 0.800], [-0.517, 3.887, -0.006], [0.483, 3.626, -0.923], [1.010, 2.350, -0.987], [0.583, 1.319, -0.245], [-0.399, 1.598, 0.635], [-4.060, -0.543, 1.246], [-4.423, 0.230, 2.787], [-2.749, -0.100, 2.359], [-4.612, 1.908, 0.993], [-3.026, 1.515, 0.370], [-4.857, 2.681, 3.141], [-3.838, 4.106, 3.335], [-3.297, 1.387, 4.652], [-3.943, 2.816, 5.457], [-2.299, 2.845, 4.825], [-0.924, 4.882, 0.122], [0.882, 4.404, -1.559], [1.838, 2.173, -1.656], [-0.731, 0.794, 1.276]],
  "atomic_forces_ev_per_a": [[-2.3, 1.0, 0.0], [0.5, -0.7, 0.1], [0.4, -0.3, 0.0], [0.4, -1.1, -0.7], [0.0, 0.3, 0.0], [0.1, 0.0, 0.0], [0.1, 0.1, -0.1], [0.1, 0.0, -0.1], [-0.2, 0.0, -0.2], [0.9, 0.9, 0.7], [0.1, 0.1, 0.1], [-0.1, 0.0, -0.1], [-0.1, 0.1, 0.1], [0.0, 0.1, 0.1], [-0.1, 0.1, 0.1], [0.0, 0.0, 0.0], [0.0, 0.0, 0.0], [0.0, 0.0, 0.0], [0.0, 0.0, 0.0], [0.0, 0.0, 0.0], [0.0, 0.0, 0.0], [0.0, 0.0, 0.0], [0.0, 0.0, 0.0], [-0.1, -0.1, 0.0], [0.3, 0.0, 0.0], [0.0, -0.1, 0.1], [0.0, 0.0, 0.0], [0.0, 0.0, 0.0], [0.0, 0.0, 0.0], [0.1, -0.3, 0.0], [0.0, 0.0, 0.0], [0.0, 0.0, -0.1], [0.0, 0.0, 0.0], [0.0, 0.0, 0.0], [0.0, 0.1, 0.1], [0.0, 0.0, 0.0], [0.0, 0.0, 0.0], [0.0, 0.0, 0.0], [0.0, 0.0, 0.0], [0.0, 0.0, 0.0], [0.0, 0.0, 0.0], [0.0, 0.0, 0.0], [0.0, 0.0, 0.0], [0.0, 0.1, 0.0], [0.0, -0.1, 0.1], [0.0, 0.0, -0.1], [0.0, 0.0, 0.0], [0.1, 0.1, -0.1], [0.0, 0.0, 0.0], [0.0, 0.0, 0.0], [0.0, 0.0, 0.0], [0.0, 0.0, 0.0], [0.1, 0.0, 0.0], [0.1, -0.3, -0.1], [0.1, 0.0, 0.1], [0.0, 0.0, 0.0], [0.0, 0.0, 0.0], [0.0, 0.0, 0.0], [0.0, 0.0, 0.0], [0.0, 0.0, 0.0], [0.0, 0.0, 0.0], [0.0, 0.0, 0.0], [0.0, 0.0, 0.0], [0.0, 0.0, 0.0], [0.0, 0.0, 0.0], [0.0, 0.0, 0.0], [0.0, 0.0, 0.0], [-0.1, 0.0, -0.1], [-0.1, 0.0, -0.1]],
  "orbital_gap_ev": [8.863, 8.865],
  "charge": 2,
  "e_tot_ha": -2851.3057
}



(4)
{
  "formula": "C3H12N2O2",
  "method": "ωB97M-V/def2-TZVPD",
  "symbols": ["C", "C", "N", "C", "N", "H", "H", "H", "H", "H", "H", "H", "H", "H", "H", "O", "H", "H", "O"],
  "coordinates": [[1.285, 1.763, -0.131], [0.210, 0.676, -0.297], [-1.359, -1.516, 0.411], [-0.076, -1.639, 0.054], [0.661, -0.664, -0.460], [1.705, 1.712, 0.878], [2.084, 1.586, -0.847], [0.810, 2.746, -0.149], [-0.485, 0.781, 0.552], [-0.449, 0.955, -1.142], [-1.902, -0.840, -0.133], [-1.807, -2.423, 0.488], [0.212, -2.638, -0.269], [-3.804, 1.462, -0.113], [-3.229, 0.283, 0.575], [-3.291, 0.667, -0.313], [2.558, -0.884, -0.220], [3.450, -1.309, 0.940], [3.426, -0.718, 0.176]],
  "atomic_forces_ev_per_a": [[0.2, -0.4, 0.4], [-0.6, 0.9, 1.5], [0.5, -0.6, -1.2], [-0.3, 0.0, -1.8], [-1.0, 0.5, 0.0], [0.1, -0.4, -0.2], [0.0, 0.5, -0.1], [0.1, -0.1, -0.6], [0.2, -0.3, 0.1], [0.5, -0.4, -0.5], [-0.1, 0.5, 0.6], [-0.3, 0.1, 0.2], [0.7, -0.4, 1.4], [0.0, 0.1, -0.5], [-0.3, 0.1, -0.1], [0.2, -0.2, 0.8], [0.3, 0.0, -0.3], [0.3, 0.1, 0.0], [-0.4, -0.1, 0.3]],
  "orbital_gap_ev": [10.167, 6.015],
  "spin_multiplicity": 2,
  "charge": 1,
  "e_tot_ha": -381.1340
}



(5)
{
  "formula": "C60H56O22S3",
  "method": "ωB97M-V/def2-TZVPD",
  "symbols": ["C", "C", "C", "O", "C", "C", "C", "O", "H", "H", "H", "H", "C", "C", "C", "O", "C", "C", "C", "O", "H", "H", "H", "H", "C", "C", "C", "O", "C", "C", "C", "O", "H", "H", "H", "H", "C", "C", "C", "O", "C", "C", "C", "O", "H", "H", "H", "H", "C", "C", "C", "O", "C", "C", "C", "O", "H", "H", "H", "H", "C", "C", "C", "O", "C", "C", "C", "O", "H", "H", "H", "H", "C", "C", "C", "O", "C", "C", "C", "O", "H", "H", "H", "H", "C", "C", "C", "O", "C", "C", "C", "O", "H", "H", "H", "H", "C", "C", "C", "S", "O", "O", "C", "H", "H", "H", "H", "H", "H", "H", "H", "C", "C", "C", "S", "O", "O", "C", "H", "H", "H", "H", "H", "H", "H", "H", "C", "C", "C", "S", "O", "O", "C", "H", "H", "H", "H", "H", "H", "H", "H"],
  "coordinates": [[11.465, 12.044, 9.973], [11.173, 12.356, 11.266], [11.823, 11.678, 12.417], [11.752, 12.205, 13.521], [12.814, 10.571, 12.133], [13.135, 10.276, 10.868], [12.324, 10.855, 9.764], [12.358, 10.321, 8.624], [10.981, 12.404, 9.081], [10.430, 13.038, 11.544], [13.399, 10.095, 12.899], [13.872, 9.519, 10.585], [15.556, 20.756, 13.235], [14.345, 20.683, 13.873], [14.177, 19.634, 14.897], [13.164, 19.389, 15.538], [15.344, 18.657, 15.149], [16.435, 18.666, 14.353], [16.555, 19.690, 13.333], [17.510, 19.796, 12.574], [15.772, 21.490, 12.495], [13.574, 21.353, 13.667], [15.340, 17.991, 15.994], [17.263, 17.977, 14.590], [21.705, 11.604, 15.219], [23.026, 11.672, 15.015], [23.614, 12.670, 14.104], [24.830, 12.549, 13.861], [22.801, 13.787, 13.612], [21.477, 13.807, 13.908], [20.869, 12.756, 14.788], [19.730, 12.953, 15.105], [21.253, 10.820, 15.788], [23.709, 10.981, 15.385], [23.268, 14.553, 12.966], [20.866, 14.580, 13.559], [19.434, 16.073, 16.291], [20.433, 15.807, 17.112], [20.086, 14.949, 18.271], [20.926, 14.665, 19.117], [18.760, 14.345, 18.342], [17.770, 14.630, 17.539], [17.995, 15.550, 16.404], [17.088, 15.837, 15.655], [19.613, 16.851, 15.509], [21.403, 16.338, 17.175], [18.612, 13.701, 19.164], [16.834, 14.180, 17.675], [10.649, 18.665, 13.430], [9.459, 18.281, 13.836], [8.713, 17.126, 13.257], [7.532, 16.881, 13.485], [9.552, 16.250, 12.299], [10.795, 16.611, 11.955], [11.353, 17.903, 12.415], [12.312, 18.390, 11.762], [11.185, 19.503, 13.885], [8.827, 18.910, 14.464], [9.105, 15.294, 11.885], [11.373, 16.102, 11.229], [17.450, 18.127, 7.991], [17.997, 16.943, 8.209], [17.187, 15.674, 8.083], [17.682, 14.521, 8.260], [15.753, 15.901, 7.786], [15.142, 17.071, 7.526], [15.910, 18.290, 7.680], [15.291, 19.347, 7.752], [18.020, 19.076, 8.159], [18.994, 16.779, 8.581], [15.191, 15.019, 7.744], [14.090, 17.158, 7.228], [15.416, 15.836, 12.234], [16.670, 16.027, 12.439], [17.669, 14.927, 12.626], [18.881, 15.043, 12.501], [17.002, 13.520, 12.927], [15.687, 13.391, 12.873], [14.832, 14.502, 12.442], [13.645, 14.330, 12.330], [14.738, 16.742, 12.165], [17.123, 17.022, 12.409], [17.673, 12.742, 13.346], [15.200, 12.467, 13.266], [23.345, 13.048, 10.639], [23.196, 14.201, 9.985], [21.885, 14.850, 9.825], [21.794, 15.955, 9.298], [20.686, 14.144, 10.230], [20.786, 12.941, 10.838], [22.091, 12.296, 11.048], [22.137, 11.166, 11.562], [24.285, 12.536, 10.723], [23.998, 14.837, 9.576], [19.764, 14.596, 9.876], [19.899, 12.434, 11.208], [19.853, 8.181, 12.332], [18.399, 7.468, 12.127], [17.447, 8.535, 11.679], [18.043, 10.072, 12.443], [17.073, 10.363, 13.550], [18.332, 11.083, 11.458], [19.479, 9.400, 13.213], [20.222, 8.496, 11.377], [20.548, 7.506, 12.886], [18.220, 7.088, 13.213], [18.502, 6.573, 11.547], [16.431, 8.407, 12.063], [17.384, 8.761, 10.636], [19.296, 9.092, 14.271], [20.328, 10.079, 13.065], [20.608, 19.218, 11.422], [21.408, 20.134, 12.423], [22.616, 19.373, 12.898], [22.017, 17.701, 12.964], [21.635, 17.460, 14.326], [22.974, 16.753, 12.452], [20.665, 17.781, 11.926], [21.039, 19.272, 10.431], [19.570, 19.501, 11.319], [20.713, 20.352, 13.262], [21.725, 21.052, 11.872], [23.059, 19.658, 13.881], [23.470, 19.334, 12.186], [19.795, 17.341, 12.421], [21.107, 17.116, 11.150], [11.638, 14.814, 16.096], [12.783, 15.514, 15.307], [14.030, 14.806, 15.844], [13.809, 14.658, 17.623], [14.530, 15.695, 18.363], [13.963, 13.296, 18.057], [11.975, 14.981, 17.559], [11.664, 13.736, 15.859], [10.644, 15.203, 16.005], [12.917, 16.604, 15.421], [12.657, 15.390, 14.227], [14.895, 15.409, 15.735], [14.134, 13.812, 15.496], [11.910, 16.038, 17.903], [11.543, 14.408, 18.349]],
  "atomic_forces_ev_per_a": [[-0.2, -0.9, 2.3], [0.6, -1.4, -2.0], [1.6, 0.9, 0.8], [-0.3, -1.0, -0.8], [0.0, 0.3, -0.7], [-0.9, 0.0, 0.0], [0.7, -1.1, -3.3], [-0.1, 1.3, 2.8], [-0.1, 0.4, 0.0], [-0.8, 1.2, 0.3], [-0.2, 0.2, 0.7], [-0.3, 0.4, 0.1], [-2.9, -0.6, 1.0], [3.1, -0.8, -0.3], [0.1, -2.3, 1.0], [0.2, 1.0, -0.8], [0.8, 1.3, -1.3], [-0.6, -0.7, 1.6], [1.2, 0.9, -0.6], [0.0, -0.7, 0.2], [0.1, 0.5, -0.4], [-1.2, 1.0, -0.1], [-0.6, -0.1, 0.2], [-0.4, 0.4, -0.5], [0.6, 0.8, 0.0], [-1.9, 0.6, -0.9], [2.7, 0.1, 0.3], [-2.0, 0.4, 0.0], [-1.1, 0.3, -0.4], [2.9, -1.2, 0.3], [1.0, 0.8, -1.3], [-1.6, -0.6, 0.9], [-0.3, -0.2, 0.4], [1.0, -1.2, 0.6], [-0.2, -0.5, 0.7], [-1.0, 0.9, -0.3], [-0.9, 1.8, -2.1], [-0.3, 0.2, 1.5], [1.9, -0.7, 0.1], [-0.5, 0.4, -0.3], [0.3, 0.3, 0.6], [0.4, 0.7, -1.1], [1.3, -0.6, 0.9], [0.3, 0.6, -0.6], [-0.3, -0.9, 0.4], [-0.7, -0.6, -0.6], [0.0, -0.7, 0.8], [-1.3, -0.4, 0.0], [1.1, 0.3, 0.8], [-2.2, 0.4, 0.2], [-0.1, -1.4, -0.9], [1.8, 0.5, -0.2], [-0.6, -0.7, 0.2], [-1.2, 0.6, 0.8], [2.1, 0.7, -2.7], [-1.7, -1.0, 1.9], [-0.3, -0.1, -0.3], [0.4, -0.2, 0.2], [0.3, 1.4, 0.6], [0.6, -0.6, -0.4], [-1.3, 1.9, -0.1], [-0.4, -1.5, 0.2], [1.5, -1.5, 0.7], [-1.6, 3.7, -0.6], [-0.4, 0.3, -0.4], [0.7, -1.4, -0.2], [0.5, 1.4, 0.9], [1.5, -0.7, -0.3], [-0.7, -0.9, -0.3], [0.4, 0.2, -0.2], [-0.8, -1.3, -0.1], [0.5, -0.1, 0.3], [-2.9, 1.1, 0.4], [4.1, 1.0, 0.0], [-0.5, -2.3, -0.2], [-1.6, 0.3, 0.3], [2.0, 1.5, 0.6], [0.0, -0.9, 0.7], [-0.1, -0.2, -0.1], [-1.2, 0.0, -0.3], [0.5, -1.4, -0.3], [-0.2, -0.2, -0.1], [-0.6, 0.7, -0.5], [0.3, 0.8, -0.7], [-1.2, -0.4, -0.8], [0.8, 0.7, 0.2], [0.0, 0.7, -0.8], [0.2, -0.3, 0.2], [-0.2, -1.4, 0.1], [-0.6, 1.3, -0.4], [0.7, -1.2, 1.1], [0.2, 1.6, -0.8], [0.3, -0.1, 0.3], [-0.1, -0.7, 0.3], [-0.1, -0.1, 0.5], [0.3, -0.2, -0.2], [-2.3, -1.1, 1.0], [2.5, -0.3, 2.8], [-0.5, 0.4, 0.7], [-2.8, -0.2, 3.0], [1.7, 0.0, -2.1], [0.1, -0.3, 0.0], [1.9, -0.7, -0.5], [0.6, 0.2, -0.4], [-0.5, 0.6, -0.7], [-0.4, 0.7, -1.8], [-0.3, -0.2, -0.7], [0.2, 0.1, 0.0], [0.3, -0.3, -0.8], [-0.1, 0.6, -0.9], [-0.4, 0.4, 0.6], [0.0, 0.3, 0.4], [-1.0, 0.7, -0.9], [1.3, -0.2, -0.3], [1.9, -0.8, 2.4], [-0.8, 0.0, 1.0], [0.4, 0.0, -0.7], [0.3, -0.5, -1.7], [0.3, 0.0, -0.2], [-0.1, 0.4, 0.2], [0.6, 0.2, -0.4], [-0.5, -0.5, 0.7], [-0.7, -0.3, -0.6], [-0.7, 0.3, 0.1], [0.1, 0.2, -0.2], [-1.3, 0.2, 0.1], [0.4, -0.1, 0.6], [-0.4, -0.3, -0.1], [-0.5, 1.1, 0.5], [-1.4, 0.9, 0.8], [-0.5, -0.6, -1.0], [0.5, -0.6, -0.1], [2.2, 1.8, 0.7], [-0.2, 0.5, -0.2], [-0.5, 0.2, -0.8], [-0.5, -0.3, 0.6], [0.1, -0.4, 0.2], [1.1, 0.2, -0.4], [0.2, -1.0, -0.6], [-0.1, -0.4, -0.5], [-0.5, -0.9, 0.0]],
  "orbital_gap_ev": 7.931,
  "charge": 0,
  "e_tot_ha": -5169.3842
}